13
Properties=species:S:1:pos:R:3:forces:R:3 method="wB97M-V/def2-TZVPD" e_homo_ev=-9.22 multiplicity=1 de_lowest_ev=5.529 e_lumo_ha=0.0332 gap_ev=10.13
C -1.87266 2.58573 0.50898 0.5 -0.8 -0.1
C -1.20823 1.57809 0.37273 0.3 0.0 -0.3
C -0.34748 0.43631 0.11383 1.5 -0.8 -1.1
C -0.29096 -0.76845 0.66631 -0.6 -0.6 0.8
C 0.62207 -1.82091 0.31074 2.3 1.3 -2.9
O 1.55871 -1.01820 -0.99303 -1.7 -1.2 2.2
C 1.06280 0.24786 -1.14856 -2.4 0.7 1.9
H -2.46138 3.47966 0.63075 0.3 -0.5 0.0
H -0.74942 -1.42804 1.44237 -1.3 1.8 0.3
H 1.29818 -2.08949 1.14464 0.1 0.2 -0.8
H 0.09964 -2.70954 -0.09248 0.6 0.4 -0.2
H 0.54733 0.44267 -2.10314 0.3 -0.2 0.2
H 1.74139 1.06433 -0.85314 -0.1 -0.4 -0.2